1.
C8H18CrFNO4Y | ωB97M-V with the def2-TZVPD basis set

Calculated values
2S+1 ... 5
Total charge ... +3
Molecular weight ... 352.1 g/mol
E_HOMO (spin up / spin down) ... -0.654 / -0.654 Ha

```
34
Properties=species:S:1:pos:R:3:mulliken_spin:R:1
Cr 2.0741 -0.7595 -4.0856 4.072
Y 1.6249 -0.4952 0.0394 0.001
C 4.7438 -3.3465 -1.5923 -0.004
C 3.5700 -2.4810 -1.9231 0.000
O 2.7208 -2.2237 -0.9915 -0.007
O 3.3451 -2.1678 -3.1230 -0.051
H 4.8517 -4.0643 -2.4056 -0.001
H 4.5378 -3.9757 -0.7272 -0.001
H 5.5991 -2.7111 -1.3626 0.001
F 1.3479 -0.1513 -2.2136 -0.014
C -2.2164 4.5032 2.0654 0.000
O -1.4470 3.3614 1.6616 0.000
C -1.9789 2.1501 2.1539 0.000
C -0.8207 1.1825 2.0035 0.000
N -0.1989 1.0830 0.6416 0.001
C -1.2205 0.8930 -0.4100 -0.002
C -1.6805 -0.5690 -0.5265 0.001
O -0.5092 -1.3983 -0.4105 0.002
C -0.7596 -2.8261 -0.6623 0.000
H -1.7637 5.3862 1.6184 0.000
H -2.0224 4.6375 3.1350 0.000
H -3.2871 4.4844 1.8696 0.000
H -2.8602 1.8420 1.5755 0.000
H -2.3649 2.2066 3.1749 0.000
H -1.0919 0.1728 2.3403 0.000
H -0.0877 1.4542 2.7679 0.000
H -0.1224 2.1130 0.5210 0.000
H -0.7911 1.1691 -1.3767 0.001
H -2.0669 1.5673 -0.2923 0.000
H -2.2412 -0.6967 -1.4577 0.000
H -2.4403 -0.8905 0.1924 0.000
H -1.3480 -2.8587 -1.5765 0.000
H -1.2982 -3.2751 0.1695 0.000
H 0.2026 -3.3156 -0.7931 0.000
```


2.
C8H18N2O5 | ωB97M-V with the def2-TZVPD basis set

Calculated values
ΔE to the lowest compared entry with this formula, charge and spin ... 66.9 kcal/mol
Molecular weight ... 222.2 g/mol
E_HOMO ... -0.344 Ha

```
33
Properties=species:S:1:pos:R:3:lowdin_charge:R:1
C 0.2304 1.3366 -1.0280 -0.107
C 1.0908 -0.9693 -1.3198 -0.111
C -0.9297 2.3225 -0.8788 -0.249
C 0.5860 -2.0539 -2.2860 -0.175
C -0.6189 -1.4768 2.1124 -0.193
C 1.2661 0.3125 2.1697 -0.180
C -0.1601 -0.0091 1.8515 -0.270
C -0.0126 -0.0943 -0.8949 -0.472
N -2.2302 0.6021 1.4636 0.062
N -0.9208 0.9582 1.4888 -0.019
O -0.9865 3.4403 -1.8083 -0.097
O 1.7114 -2.6656 -3.0690 -0.108
O -0.5971 -2.3853 1.0691 -0.048
O 1.4229 1.7605 2.0976 -0.081
O -1.0981 -0.5519 -0.7609 0.067
H 0.9528 1.7763 -0.2832 0.140
H 0.6959 1.4105 -2.0096 0.136
H 1.5619 -1.3959 -0.5144 0.085
H 1.8617 -0.3390 -1.7846 0.134
H -0.9635 2.8945 0.0761 0.118
H -1.8552 1.7089 -1.0323 0.121
H 0.0012 -1.6428 -3.0576 0.099
H -0.1237 -2.7758 -1.7147 0.145
H -1.6287 -1.4038 2.4370 0.106
H -0.0088 -1.8997 2.8375 0.100
H 1.9266 -0.2734 1.4267 0.136
H 1.4289 -0.2041 3.2514 0.164
H -2.7333 1.1958 0.9416 0.031
H -0.1102 3.8900 -1.6222 0.109
H 2.3057 -3.2090 -2.4570 0.111
H -1.4260 -2.3718 0.5577 0.098
H 0.4791 1.9844 2.0179 0.046
H -2.4102 -0.2993 0.9864 0.099
```


3.
C8H18N4 | ωB97M-V with the def2-TZVPD basis set

Calculated values
2S+1 ... 3
ΔE to the lowest compared entry with this formula, charge and spin ... 0.0 kcal/mol
Total charge ... +2
Molecular weight ... 170.3 g/mol
E_HOMO (spin up / spin down) ... -0.514 / -0.683 Ha

```
30
Properties=species:S:1:pos:R:3:mulliken_spin:R:1
C 2.8758 -0.1595 0.4641 0.392
C 1.2285 -0.8423 -1.2257 0.326
C 0.3864 0.4581 -1.0206 0.039
C -0.8410 0.5331 -0.1436 0.017
C -1.1932 -1.9546 0.1234 0.025
C -1.1946 -0.4423 2.1175 0.001
C -1.0119 2.9824 -0.5626 0.001
C -1.5578 -0.5516 0.6606 -0.004
N 2.2166 -1.0840 -0.3021 -0.038
N 2.2304 0.8700 0.9141 0.928
N -1.3689 1.7078 -0.0399 0.007
N 0.8665 -1.6918 -2.1506 0.223
H 3.8878 -0.4689 0.8880 0.067
H 1.1409 1.1857 -0.6118 0.038
H -0.0702 0.9245 -1.9498 0.000
H -1.8209 -2.6591 0.7732 -0.001
H -0.2085 -2.1351 0.4844 -0.009
H -1.3314 -2.3961 -0.9225 -0.002
H -1.8752 -1.0257 2.7648 0.001
H -1.3961 0.5810 2.4032 0.000
H -0.1738 -0.6455 2.1827 0.000
H 0.0223 2.9632 -0.9295 0.002
H -1.6938 3.3577 -1.3250 0.000
H -1.0979 3.7987 0.0430 0.001
H -2.5577 -0.4325 0.6823 0.000
H 2.6943 -1.9718 -0.4491 -0.002
H 2.7336 1.4849 1.4907 -0.010
H -2.2644 1.7590 0.5993 0.001
H -0.0207 -1.6484 -2.6184 0.002
H 1.3951 -2.4969 -2.3399 -0.005
```


4.
C8H18N4O | ωB97M-V with the def2-TZVPD basis set

Calculated values
ΔE to the lowest compared entry with this formula, charge and spin ... 167.2 kcal/mol
Molecular weight ... 186.3 g/mol
E_HOMO (spin up / spin down) ... -0.292 / -0.291 Ha

```
31
Properties=species:S:1:pos:R:3:lowdin_charge:R:1
C 1.1998 -0.5377 1.1442 -0.092
C 2.9940 -2.1381 -0.4983 -0.065
C 0.3890 2.1584 0.4493 -0.119
C -4.2207 0.8539 0.4960 -0.097
C 3.0628 -0.6048 -0.3559 -0.208
C 1.7001 1.5675 -0.0930 -0.217
C -3.3495 0.1996 -0.5670 -0.348
C 1.7226 0.0171 -0.1680 -0.502
N 0.1077 -1.1860 1.3096 0.067
N -0.7329 -1.8680 0.5186 0.014
N -1.6872 -1.3183 -0.0611 -0.095
N -2.0598 -0.0529 -0.0906 -0.011
O 0.9396 -0.2231 -1.4001 -0.027
H 1.8271 -0.1234 1.9724 0.152
H 2.3749 -2.3426 -1.3258 0.059
H 3.9689 -2.5346 -0.4536 0.063
H 2.3984 -2.4414 0.3649 0.069
H 0.1245 1.8446 1.6523 0.146
H 0.3918 3.1829 0.0761 0.056
H -0.4646 1.6929 -0.1524 0.052
H -3.5657 1.3759 1.1379 0.033
H -4.9265 1.5592 0.0520 0.061
H -4.7623 0.0018 1.2184 0.134
H 3.6136 -0.1579 -1.1156 0.093
H 3.8184 -0.5269 0.4891 0.139
H 1.9555 1.9925 -1.0793 0.117
H 2.6722 1.8833 0.4875 0.140
H -3.8382 -0.6958 -0.9033 0.088
H -3.3138 0.7694 -1.4937 0.107
H -2.3353 -1.9475 -0.4056 0.130
H -0.0043 -0.4000 -1.2049 0.059
```


5.
C8H18NO | ωB97M-V with the def2-TZVPD basis set

Calculated values
ΔE to the lowest compared entry with this formula, charge and spin ... 23.3 kcal/mol
Total charge ... +1
Molecular weight ... 144.2 g/mol
E_HOMO ... -0.531 Ha

```
28
Properties=species:S:1:pos:R:3:lowdin_charge:R:1
C -0.4897 1.8846 0.0932 -0.062
C -0.1808 -0.5237 -0.0850 -0.310
C 1.1413 0.2654 0.0422 -0.526
C -0.2958 -1.6740 0.9696 0.029
C -0.4993 -1.0762 -1.4679 -0.001
C 1.8193 0.4740 1.3594 -0.005
C 2.1455 -0.2774 -1.0344 0.050
C -2.5946 0.5501 -0.3071 0.018
N -1.2680 0.6216 0.3249 -0.021
O 0.7832 1.5070 -0.3930 -0.027
H -1.0076 2.4550 -0.6811 0.156
H -0.4015 2.4679 0.9028 0.111
H -1.2829 -1.9465 1.2052 0.084
H 0.1432 -1.4207 1.9158 0.087
H 0.2832 -2.4464 0.7051 0.059
H 0.1317 -1.9680 -1.4627 0.110
H -0.1034 -0.3525 -2.1745 0.097
H -1.5107 -1.4101 -1.5028 0.089
H 2.5603 1.2136 1.1970 0.095
H 2.3942 -0.2952 1.7622 0.078
H 1.3334 0.8042 2.2859 0.107
H 3.0613 0.2695 -0.9831 0.100
H 1.6054 -0.1425 -1.9587 0.076
H 2.3479 -1.2913 -0.9246 0.080
H -2.4302 0.7171 -1.3829 0.131
H -3.1355 -0.2409 0.0939 0.090
H -3.2179 1.3109 0.1497 0.115
H -1.3321 0.5245 1.3510 0.189
```


6.
C8H18O5Pt | ωB97M-V with the def2-TZVPD basis set

Calculated values
2S+1 ... 4
Total charge ... +1
Molecular weight ... 389.3 g/mol
E_HOMO (spin up / spin down) ... -0.375 / -0.421 Ha

```
32
Properties=species:S:1:pos:R:3:mulliken_spin:R:1
C -2.5043 2.2120 -0.2382 0.028
O -1.1560 2.2700 -0.5419 0.179
C -2.7629 1.2218 0.8937 -0.008
O -2.1762 0.0034 0.4648 0.238
C -2.0923 -1.2614 1.1822 0.560
C -1.0159 -2.3510 0.6529 -0.058
O -0.0204 -1.6391 -0.2114 0.063
C 1.0890 -2.4499 -0.5249 -0.004
Pt -0.3211 0.5056 -0.4881 1.511
H -3.1345 1.9345 -1.1095 -0.001
H -2.8971 3.1917 0.1008 0.008
H -3.8319 1.0567 1.0883 0.010
H -2.2458 1.5037 1.8240 0.005
H -0.6716 -0.6760 1.2551 0.072
H -2.3475 -1.1763 2.2386 -0.016
H -1.5584 -2.9075 -0.1321 0.047
H -0.5178 -2.7299 1.5542 0.011
H 1.9132 -2.0870 0.0970 0.003
H 0.9235 -3.5021 -0.2585 -0.004
H 1.3147 -2.3338 -1.5952 0.003
O 0.4925 0.3381 1.3525 0.280
C 1.7346 0.9712 1.2555 -0.003
C 2.4039 0.7509 -0.0868 0.009
O 1.4160 0.7537 -1.1062 0.031
C 1.9051 0.6252 -2.4346 0.007
H 2.3970 0.6888 2.0862 0.008
H 1.5089 2.0478 1.3860 0.010
H 2.8968 -0.2342 -0.0882 0.003
H 3.1669 1.5144 -0.2898 0.001
H 1.0472 0.5745 -3.1141 0.004
H 2.5467 1.4814 -2.6808 0.003
H 2.4977 -0.2968 -2.5317 0.000
```


7.
C8H18OS2 | ωB97M-V with the def2-TZVPD basis set

Calculated values
ΔE to the lowest compared entry with this formula, charge and spin ... 90.9 kcal/mol
Molecular weight ... 194.4 g/mol
E_HOMO ... -0.328 Ha

```
29
Properties=species:S:1:pos:R:3:lowdin_charge:R:1
C -1.7879 4.0426 -2.2377 -0.172
C -1.9156 3.1219 -1.0114 -0.284
C -0.4739 3.1338 -0.4761 -0.379
C -0.0015 2.4337 0.8367 -0.540
C 0.3840 -2.0066 -0.0714 -0.446
C 0.6788 -2.5260 1.3007 -0.348
C 0.5650 -4.0355 1.6520 -0.274
C 1.6637 -4.8451 0.8515 -0.122
H -1.0100 4.8686 -2.1623 0.075
H -1.2619 3.4960 -2.9843 0.032
H -2.7398 4.4995 -2.9604 0.139
H -2.1367 1.9712 -1.2967 0.129
H -2.6944 3.3192 -0.0873 0.150
H -0.0611 4.1224 -0.1024 0.110
H 0.3135 2.8512 -1.3226 0.143
H -0.3565 3.0694 1.8144 0.133
H 1.1295 2.5534 0.6789 0.091
H 0.6920 -2.7009 -0.8647 0.095
H -0.6924 -2.0563 -0.1888 0.086
H -0.0745 -2.0178 1.9871 0.097
H 1.6135 -2.0645 1.6236 0.100
H 0.5270 -4.0409 2.9334 0.174
H -0.4573 -4.3484 1.2972 0.100
H 1.7588 -4.4252 -0.2690 0.101
H 2.6521 -4.6746 1.2938 0.056
H 1.1235 -5.8904 0.9795 0.100
O 0.3434 -0.0801 -1.7860 -0.589
S -0.5323 0.6702 0.8981 0.619
S 0.7980 -0.2829 -0.3448 0.623
```


8.
C8H18OSSi | ωB97M-V with the def2-TZVPD basis set

Calculated values
ΔE to the lowest compared entry with this formula, charge and spin ... 13.5 kcal/mol
Molecular weight ... 190.4 g/mol
E_HOMO ... -0.318 Ha

```
29
Properties=species:S:1:pos:R:3:lowdin_charge:R:1
C -1.3231 2.1683 0.1961 -0.303
C -0.0081 2.0194 -0.5736 -0.311
C -1.2949 1.2721 1.4667 -0.315
C 0.0709 -0.9762 0.7452 -0.683
C 0.9448 -0.7481 1.9907 -0.113
C 0.0010 -2.4630 0.2579 -0.129
C 2.3169 -0.2220 -1.3804 -0.150
C -0.6856 -0.1801 -2.3581 -0.213
O -2.0296 -1.1095 2.3862 -0.508
Si 0.4215 0.2597 -0.9453 0.640
S -1.6251 -0.5394 1.0928 0.872
H -1.5603 3.2828 0.3006 0.131
H -2.0847 1.5926 -0.4292 0.092
H 0.1609 2.6064 -1.5383 0.106
H 0.7070 2.4863 0.1183 0.077
H -0.2359 1.3545 1.9700 0.112
H -2.1473 1.5076 2.1466 0.096
H 0.1992 -0.4207 2.6212 0.008
H 1.6380 0.1064 1.9959 0.082
H 1.4795 -1.6521 2.3067 0.094
H -0.7239 -2.3629 -0.5903 0.055
H -0.4213 -3.1333 1.0453 0.092
H 0.9951 -2.7731 -0.0093 0.063
H 2.7737 -0.9957 -0.7999 0.000
H 2.2298 -0.7263 -2.3845 0.036
H 2.9094 0.6936 -1.2811 0.017
H -0.7331 -1.3814 -2.7472 0.116
H -1.7296 0.1395 -2.3256 0.023
H -0.2451 0.1947 -3.2774 0.014
```